(1)
Below is an isolated ion of composition C38H29O3S and charge -1, with properties calculated with ωB97M-V/def2-TZVPD.

```
! wB97M-V def2-TZVPD RIJCOSX def2/J DEFGRID3
* xyz -1 1
O 0.102 -1.751 -3.743
S 0.467 -1.349 -2.406
O 1.605 -1.920 -1.725
C 0.756 0.438 -2.576
C 0.496 1.108 -3.772
C 0.847 2.458 -3.889
C 1.419 3.145 -2.813
C 1.646 2.480 -1.606
C 1.327 1.129 -1.512
C -1.046 -1.478 -1.292
C -2.046 -2.462 -1.914
C -3.422 -2.199 -1.882
C -4.370 -3.205 -2.070
C -3.950 -4.462 -2.514
C -2.590 -4.662 -2.792
C -1.644 -3.680 -2.477
C -0.832 -1.681 0.204
C -2.209 -1.606 0.882
C -3.066 -0.560 0.504
C -4.421 -0.583 0.860
C -4.850 -1.522 1.804
C -3.943 -2.441 2.350
C -2.632 -2.517 1.856
C 0.147 -0.686 0.855
C 1.499 -1.034 1.108
C 2.427 -0.092 1.545
C 3.871 -0.362 1.672
C 4.447 -1.432 0.953
C 5.825 -1.659 0.981
C 6.670 -0.822 1.720
C 6.115 0.237 2.452
C 4.739 0.460 2.434
C 1.993 1.327 1.634
O 2.814 2.263 1.549
C 0.544 1.605 1.603
C 0.052 2.987 1.703
C -1.120 3.360 1.000
C -1.567 4.681 1.010
C -0.881 5.654 1.747
C 0.273 5.296 2.458
C 0.734 3.982 2.434
C -0.313 0.560 1.300
H 0.047 0.561 -4.600
H 0.685 2.968 -4.838
H 1.705 4.193 -2.901
H 2.095 2.984 -0.748
H 1.523 0.581 -0.596
H -1.360 -0.447 -1.503
H -3.766 -1.192 -1.650
H -5.430 -2.993 -1.890
H -4.679 -5.258 -2.683
H -2.254 -5.590 -3.267
H -0.591 -3.892 -2.659
H -0.416 -2.687 0.369
H -2.689 0.265 -0.112
H -5.108 0.130 0.384
H -5.899 -1.531 2.110
H -4.255 -3.126 3.145
H -1.922 -3.263 2.231
H 1.786 -2.086 1.022
H 3.800 -2.051 0.328
H 6.238 -2.492 0.412
H 7.749 -0.987 1.726
H 6.757 0.898 3.038
H 4.334 1.303 2.990
H -1.649 2.608 0.407
H -2.456 4.944 0.435
H -1.241 6.685 1.766
H 0.820 6.044 3.033
H 1.647 3.720 2.965
H -1.380 0.706 1.451
*
```

As for the structure (SMILES): O=S(=O)(c1ccccc1)[C@@H](c1ccccc1)[C@H](c1ccccc1)c1cc(-c2ccccc2)c([O-])c(-c2ccccc2)c1. The HOMO-LUMO gap is 6.041 eV. For the HOMO energy, the calculation gives -3.50 eV. Its total energy is -56855.367 eV.

***

(2)
Below is C38H30ClN6O4SSr as an isolated structure, with properties calculated with ωB97M-V/def2-TZVPD.

```
! wB97M-V def2-TZVPD RIJCOSX def2/J DEFGRID3
* xyz -1 1
Sr -1.329 -0.117 -0.321
N -5.169 2.197 0.046
C -3.798 2.144 -0.077
S -3.126 2.366 -1.606
N -3.106 2.133 1.034
N -1.828 1.803 0.930
C -0.919 2.371 1.642
C -1.205 3.544 2.504
C -1.314 3.425 3.884
C -1.698 4.513 4.650
C -1.981 5.726 4.045
C -1.858 5.855 2.671
C -1.476 4.771 1.904
C 0.448 1.875 1.445
C 1.681 2.795 1.525
C 2.723 1.950 2.216
C 2.356 0.673 2.235
C 1.007 0.503 1.674
N 0.694 1.003 0.321
H -5.644 1.996 -0.819
H -5.535 1.722 0.857
H -1.123 2.466 4.347
H -1.790 4.412 5.723
H -2.301 6.567 4.645
H -2.076 6.802 2.199
H -1.404 4.862 0.830
H 1.502 3.773 1.973
H 3.660 2.356 2.555
H 2.907 -0.152 2.651
H 0.407 -0.342 1.957
Cl -2.699 -4.830 -5.612
C -2.745 -3.538 -4.449
C -3.980 -3.146 -3.927
C -4.000 -2.169 -2.976
C -2.817 -1.524 -2.492
O -2.900 -0.724 -1.526
C -1.575 -1.862 -3.139
C -0.319 -1.211 -2.944
N -0.023 -0.094 -2.360
C 1.246 0.422 -2.629
C 1.753 0.251 -3.928
C 2.996 0.700 -4.328
C 3.772 1.406 -3.435
C 3.288 1.678 -2.162
C 4.081 2.503 -1.268
C 3.530 3.101 -0.216
C 2.075 2.869 0.044
N 1.738 1.526 -0.425
C 2.028 1.193 -1.730
C -1.582 -2.923 -4.065
H -4.890 -3.630 -4.260
H -4.933 -1.851 -2.532
H 0.497 -1.749 -3.453
H 1.115 -0.205 -4.671
H 3.342 0.514 -5.334
H 4.741 1.786 -3.721
H 5.124 2.644 -1.511
H 4.070 3.769 0.436
H 1.454 3.630 -0.480
H -0.646 -3.243 -4.501
C 3.220 -5.525 -1.247
O 2.929 -5.522 0.128
C 1.987 -4.640 0.590
C 1.632 -4.810 1.946
C 0.677 -4.011 2.504
C 0.025 -2.994 1.778
C -1.024 -2.196 2.343
C -1.457 -2.488 3.777
O -1.613 -1.282 1.750
C 0.417 -2.774 0.409
O -0.060 -1.853 -0.298
C 1.401 -3.651 -0.145
H 3.921 -6.346 -1.404
H 3.688 -4.589 -1.568
H 2.319 -5.705 -1.842
H 2.128 -5.581 2.514
H 0.425 -4.176 3.542
H -1.994 -3.434 3.799
H -2.122 -1.692 4.106
H -0.605 -2.547 4.450
H 1.659 -3.464 -1.176
*
```

As for the energy above the lowest of the compared OMol25 structures with the same formula, charge and spin: 116.2 kcal per mole. The HOMO-LUMO gap is 6.583 eV. For the HOMO energy, the calculation gives -4.15 eV. Its total energy is -81217.900 eV.

***

(3)
Below is C38H30N9O5S3Sn as an isolated structure, with properties calculated with ωB97M-V/def2-TZVPD.

```
! wB97M-V def2-TZVPD RIJCOSX def2/J DEFGRID3
* xyz 1 1
Sn 0.014 -0.488 0.546
C -0.807 -2.296 -3.554
C -0.273 -2.081 -2.171
N -0.850 -1.259 -1.358
N -2.005 -0.639 -1.783
C -2.692 -0.075 -0.864
S -2.338 -0.029 0.871
S -4.140 0.828 -1.214
C -4.403 0.498 -2.985
C -5.375 -0.620 -3.238
C -5.024 -1.942 -2.977
C -5.926 -2.968 -3.206
C -7.193 -2.685 -3.700
C -7.552 -1.371 -3.958
C -6.647 -0.345 -3.726
C 0.891 -2.827 -1.699
C 1.803 -3.370 -2.619
C 2.851 -4.165 -2.214
C 2.973 -4.484 -0.861
C 2.089 -3.971 0.064
C 1.060 -3.098 -0.321
O 0.305 -2.552 0.627
H -1.893 -2.313 -3.547
H -0.509 -1.455 -4.185
H -0.434 -3.219 -3.985
H -4.775 1.436 -3.396
H -3.422 0.307 -3.416
H -4.042 -2.160 -2.575
H -5.642 -3.992 -2.998
H -7.897 -3.486 -3.880
H -8.538 -1.143 -4.340
H -6.932 0.681 -3.930
H 1.688 -3.148 -3.672
H 3.549 -4.559 -2.938
H 3.770 -5.138 -0.530
H 2.174 -4.215 1.116
O 6.218 -1.888 4.805
N 5.792 -2.168 3.710
O 6.418 -2.711 2.823
C 4.397 -1.785 3.410
C 3.523 -1.868 4.427
C 2.139 -1.591 4.206
C 1.180 -1.681 5.233
C -0.131 -1.409 4.959
C -0.482 -1.048 3.654
N 0.403 -0.965 2.689
C 1.706 -1.223 2.933
C 2.668 -1.093 1.863
N 2.231 -0.682 0.649
C 3.068 -0.551 -0.360
C 4.433 -0.806 -0.214
C 4.911 -1.214 1.000
C 4.020 -1.381 2.083
H 3.871 -2.157 5.410
H 1.492 -1.967 6.230
H -0.895 -1.469 5.720
H -1.510 -0.824 3.395
H 2.654 -0.223 -1.303
H 5.090 -0.673 -1.061
H 5.962 -1.419 1.130
N -1.989 6.967 -1.851
C -1.294 5.854 -1.478
C -1.966 4.642 -1.243
C -1.262 3.510 -0.907
C 0.126 3.571 -0.799
C 0.809 4.760 -1.018
C 0.103 5.894 -1.356
S 1.009 2.144 -0.383
O 0.413 0.988 -1.114
O 2.410 2.341 -0.605
N 0.595 1.633 1.105
C 1.063 2.326 2.211
N 0.830 1.780 3.407
C 1.274 2.463 4.458
C 1.934 3.672 4.349
C 2.111 4.147 3.060
N 1.686 3.486 1.992
H -2.989 6.980 -1.760
H -1.531 7.861 -1.849
H -3.044 4.601 -1.332
H -1.788 2.580 -0.727
H 1.885 4.785 -0.916
H 0.629 6.823 -1.533
H 1.078 2.023 5.431
H 2.282 4.216 5.214
H 2.605 5.094 2.873
*
```

As for the energy above the lowest of the compared OMol25 structures with the same formula, charge and spin: 0.0 kcal per mole. The HOMO-LUMO gap is 6.814 eV. For the HOMO energy, the calculation gives -10.47 eV. Its total energy is -101872.878 eV.

***

(4)
Below is C38H30N9O5S3Sn as an isolated structure, with properties calculated with ωB97M-V/def2-TZVPD.

```
! wB97M-V def2-TZVPD RIJCOSX def2/J DEFGRID3
* xyz 1 1
Sn 0.555 -0.979 -0.292
C -1.225 0.829 -3.855
C 0.133 0.249 -3.551
N 0.212 -1.027 -3.581
N 1.450 -1.602 -3.620
C 1.748 -2.532 -2.823
S 0.778 -3.084 -1.402
S 3.163 -3.521 -3.171
C 4.099 -3.375 -1.608
C 5.153 -2.306 -1.663
C 6.391 -2.564 -2.243
C 7.352 -1.569 -2.327
C 7.086 -0.299 -1.836
C 5.853 -0.031 -1.260
C 4.893 -1.029 -1.175
C 1.206 1.220 -3.229
C 1.334 2.405 -3.956
C 2.273 3.361 -3.610
C 3.076 3.162 -2.493
C 2.945 2.012 -1.733
C 2.030 1.034 -2.105
O 1.936 -0.114 -1.404
H -1.970 0.036 -3.893
H -1.514 1.598 -3.137
H -1.205 1.309 -4.836
H 3.375 -3.185 -0.816
H 4.533 -4.357 -1.423
H 6.604 -3.553 -2.633
H 8.311 -1.785 -2.779
H 7.836 0.477 -1.904
H 5.638 0.963 -0.887
H 3.919 -0.816 -0.747
H 0.701 2.571 -4.818
H 2.382 4.255 -4.208
H 3.814 3.904 -2.217
H 3.572 1.841 -0.866
O -6.145 1.818 -0.778
N -5.289 2.665 -0.924
O -5.480 3.818 -1.226
C -3.892 2.257 -0.674
C -3.077 3.196 -0.161
C -1.728 2.871 0.183
C -0.836 3.791 0.764
C 0.435 3.389 1.074
C 0.807 2.066 0.819
N -0.020 1.185 0.287
C -1.265 1.578 -0.053
C -2.125 0.611 -0.688
N -1.578 -0.585 -0.981
C -2.319 -1.530 -1.532
C -3.661 -1.314 -1.844
C -4.236 -0.099 -1.571
C -3.460 0.915 -0.972
H -3.455 4.195 0.010
H -1.162 4.805 0.958
H 1.153 4.067 1.510
H 1.801 1.715 1.059
H -1.825 -2.469 -1.749
H -4.229 -2.108 -2.307
H -5.274 0.080 -1.803
N -6.719 -1.213 6.084
C -5.684 -1.156 5.182
C -4.357 -1.278 5.609
C -3.310 -1.214 4.709
C -3.584 -1.031 3.364
C -4.886 -0.902 2.917
C -5.932 -0.956 3.821
S -1.710 -2.293 2.034
O -2.539 -0.916 2.435
O -1.425 -3.053 3.227
N -0.332 -1.443 1.579
C 0.752 -1.196 2.353
N 1.813 -0.923 1.542
C 3.015 -0.726 2.081
C 3.166 -0.775 3.449
C 2.008 -0.980 4.200
N 0.803 -1.175 3.678
H -6.546 -1.474 7.036
H -7.669 -1.235 5.765
H -4.149 -1.420 6.663
H -2.285 -1.310 5.039
H -5.078 -0.756 1.861
H -6.951 -0.842 3.473
H 3.836 -0.534 1.399
H 4.129 -0.645 3.916
H 2.055 -0.971 5.283
*
```

As for the energy above the lowest of the compared OMol25 structures with the same formula, charge and spin: 38.4 kcal per mole. The HOMO-LUMO gap is 5.662 eV. For the HOMO energy, the calculation gives -9.73 eV. Its total energy is -101871.214 eV.

***

(5)
Below is C38H31BrF6GeN3O2RuSSb as an isolated structure, with properties calculated with ωB97M-V/def2-TZVPD.

```
! wB97M-V def2-TZVPD RIJCOSX def2/J DEFGRID3
* xyz 0 5
Ru -0.617 1.589 0.318
S 0.965 3.202 1.296
C -0.140 3.022 2.637
C -0.287 3.973 3.643
C -1.234 3.742 4.623
C -1.994 2.578 4.588
C -1.765 1.671 3.565
N -0.857 1.887 2.624
H 0.318 4.864 3.619
H -1.378 4.472 5.403
H -2.749 2.383 5.332
H -2.317 0.743 3.493
C 0.719 -1.322 -0.469
O -0.066 -0.333 -1.115
C -0.410 -0.488 -2.425
C -0.070 -1.574 -3.214
C -0.549 -1.612 -4.518
Br -0.144 -3.127 -5.582
C -1.278 -0.580 -5.061
C -1.576 0.549 -4.287
C -1.178 0.566 -2.949
O -1.472 1.589 -2.083
C -2.226 1.666 -4.946
N -2.737 1.558 -6.147
C -3.178 2.801 -6.485
C -3.779 3.250 -7.656
C -4.113 4.583 -7.720
C -3.854 5.467 -6.665
C -3.247 5.045 -5.501
C -2.913 3.702 -5.423
N -2.313 2.947 -4.451
H 1.701 -1.393 -0.955
H 0.217 -2.295 -0.540
H -0.161 -0.799 1.405
H 0.535 -2.378 -2.828
H -1.617 -0.601 -6.083
H -2.392 1.888 -2.201
H -3.966 2.569 -8.471
H -4.584 4.965 -8.611
H -4.135 6.505 -6.766
H -3.044 5.720 -4.684
H -1.931 3.305 -3.588
F -3.138 1.411 0.665
Sb -3.941 3.187 0.234
F -5.610 2.482 0.784
F -4.138 2.513 -1.587
F -3.587 3.857 1.990
F -2.050 3.601 -0.231
F -4.451 4.871 -0.455
C 0.849 -0.875 0.971
Ge 2.020 -2.140 2.036
C 3.653 -1.130 2.489
C 3.555 0.173 2.964
C 4.691 0.880 3.311
C 5.940 0.296 3.182
C 6.047 -0.999 2.705
C 4.910 -1.708 2.366
C 1.131 -2.849 3.655
C 1.898 -3.121 4.782
C 1.329 -3.695 5.906
C -0.021 -4.006 5.915
C -0.790 -3.746 4.794
C -0.219 -3.177 3.669
C 2.386 -3.646 0.808
C 1.691 -4.843 0.926
C 1.877 -5.863 0.007
C 2.750 -5.690 -1.053
C 3.452 -4.503 -1.178
C 3.277 -3.494 -0.249
H 1.335 0.118 0.977
H 2.583 0.641 3.066
H 4.602 1.889 3.685
H 6.829 0.843 3.460
H 7.017 -1.460 2.603
H 4.994 -2.723 1.998
H 2.953 -2.878 4.771
H 1.932 -3.906 6.778
H -0.472 -4.442 6.795
H -1.840 -3.997 4.800
H -0.826 -2.990 2.793
H 1.005 -4.978 1.753
H 1.334 -6.792 0.115
H 2.885 -6.476 -1.781
H 4.134 -4.364 -2.002
H 3.837 -2.572 -0.341
*
```

As for the energy above the lowest of the compared OMol25 structures with the same formula, charge and spin: 0.0 kcal per mole. The HOMO-LUMO gap (spin up / spin down) is 7.795 / 7.075 eV. For the HOMO energy (spin up / spin down), the calculation gives -8.26 / -8.23 eV. Its total energy is -211296.156 eV. The expectation value of S² is 6.0082.

***

(6)
Below is C38H31BrIN3O9Sn as an isolated structure, with properties calculated with ωB97M-V/def2-TZVPD.

```
! wB97M-V def2-TZVPD RIJCOSX def2/J DEFGRID3
* xyz -2 1
Sn 0.785 -0.563 0.594
Br 4.167 -0.982 1.297
C 3.798 0.870 1.122
C 4.840 1.779 1.224
C 4.523 3.124 1.107
C 3.205 3.495 0.903
C 2.247 2.499 0.796
N 2.551 1.206 0.903
C 0.790 2.838 0.475
O 0.468 4.031 0.487
O 0.086 1.831 0.190
H 5.852 1.435 1.381
H 5.305 3.871 1.170
H 2.888 4.523 0.803
C -2.491 -3.576 1.845
C -2.434 -2.475 2.869
C -2.493 -2.758 4.228
C -2.395 -1.747 5.170
C -2.242 -0.433 4.756
C -2.179 -0.107 3.407
C -1.928 1.303 2.957
C -2.283 -1.142 2.476
N -2.086 -0.857 1.101
C -3.054 -0.739 0.295
C -4.505 -0.822 0.701
C -2.758 -0.485 -1.169
C -3.926 -0.453 -2.123
N -1.553 -0.347 -1.511
C -1.153 -0.056 -2.832
C -1.256 1.252 -3.318
C -1.877 2.340 -2.487
C -0.710 1.528 -4.567
C -0.084 0.542 -5.312
C -0.005 -0.750 -4.815
C -0.536 -1.071 -3.573
C -0.443 -2.462 -3.017
H -2.341 -4.544 2.321
H -1.703 -3.451 1.100
H -3.458 -3.588 1.331
H -2.564 -3.792 4.544
H -2.388 -1.988 6.226
H -2.124 0.356 5.488
H -2.097 2.003 3.775
H -2.559 1.590 2.114
H -0.897 1.415 2.615
H -4.587 -0.906 1.783
H -4.983 -1.691 0.245
H -5.048 0.064 0.370
H -4.509 -1.372 -2.040
H -3.570 -0.348 -3.146
H -4.596 0.379 -1.898
H -2.938 2.153 -2.293
H -1.798 3.299 -3.001
H -1.378 2.418 -1.518
H -0.759 2.544 -4.942
H 0.361 0.783 -6.270
H 0.509 -1.520 -5.378
H 0.041 -3.128 -3.730
H -1.430 -2.864 -2.771
H 0.155 -2.469 -2.104
O 0.616 -3.743 6.204
C 0.650 -3.165 5.137
C 0.467 -3.794 3.776
O 0.179 -4.962 3.561
C 0.648 -2.710 2.807
C 0.866 -1.484 3.484
O 1.003 -0.374 2.858
C 0.847 -1.681 4.933
O 0.929 -0.842 5.818
O 0.563 -2.772 1.538
I 4.025 5.479 -3.764
C 3.723 3.445 -3.322
C 4.735 2.539 -3.599
C 4.534 1.200 -3.290
C 3.357 0.777 -2.684
C 2.360 1.707 -2.424
C 2.527 3.047 -2.750
C 3.179 -0.695 -2.301
O 3.744 -1.530 -3.014
O 2.457 -0.903 -1.278
H 5.664 2.869 -4.045
H 5.292 0.460 -3.515
H 1.444 1.382 -1.949
H 1.742 3.762 -2.533
*
```

As for the energy above the lowest of the compared OMol25 structures with the same formula, charge and spin: 0.0 kcal per mole. The HOMO-LUMO gap is 5.334 eV. For the HOMO energy, the calculation gives -1.99 eV. Its total energy is -146786.596 eV.